Record 1
The following is a quantum chemistry calculation of 9 unconnected molecules or ions with the total composition C57H124BN8O19, from the Open Molecules 2025 dataset.

```
209
Properties=species:S:1:pos:R:3:forces:R:3:lowdin_charge:R:1
O -0.1015 3.2653 -0.5757 -0.5 -4.4 -2.3 0.08
C -0.2451 2.2115 -1.2518 -1.6 2.3 2.5 -0.28
O -0.8722 1.0349 -0.8552 0.5 2.7 -0.3 0.19
B -0.7674 0.0067 -1.8938 0.9 0.6 -0.4 -0.82
O -0.1445 0.7640 -3.0573 -0.3 0.9 0.2 0.18
C 0.1029 2.0652 -2.7429 2.0 -0.4 -0.8 -0.35
O 0.6828 2.9095 -3.4221 -1.7 -2.0 1.2 0.11
O -1.9585 -0.8080 -2.3387 -0.9 1.6 -0.3 0.23
C -1.9014 -2.0233 -1.9007 -1.2 -4.6 -0.2 -0.39
O -2.6238 -3.0396 -2.0983 1.7 4.2 0.4 0.08
C -0.5788 -2.1595 -1.1800 4.1 -4.8 2.5 -0.28
O 0.0839 -1.0057 -1.2846 -0.1 -1.7 0.0 0.22
O -0.0735 -3.2551 -0.6618 -2.8 5.7 -2.5 0.03
C 2.6865 6.3982 10.3877 2.1 1.6 0.2 -0.05
C 1.6767 5.9447 9.3585 -0.4 1.9 0.9 -0.53
C 0.8320 7.1699 8.8672 0.6 -0.9 0.1 -0.12
C 1.5049 8.0302 7.7623 -0.9 0.2 1.7 -0.18
C 1.9470 7.1847 6.6047 0.3 -0.8 -0.6 -0.14
C 2.8009 5.8924 6.9876 -0.8 1.5 1.0 -0.44
N 2.2824 5.2898 8.2247 -2.3 -0.1 -1.2 -0.14
O 2.8804 4.0850 8.5475 0.4 0.0 0.1 0.01
C 2.7126 4.8979 5.7953 0.3 0.9 0.4 -0.01
C 4.2238 6.4836 7.2876 0.3 -1.5 -0.4 -0.03
C 0.6912 5.0934 10.1070 -1.1 -2.5 -0.3 -0.06
H 3.2161 5.6443 10.9702 -0.4 -0.4 -0.1 0.08
H 2.4030 7.1966 11.0734 -1.0 -0.4 0.4 0.08
H 3.4893 6.9760 9.9296 0.4 -0.2 -0.6 0.07
H -0.1367 6.7546 8.5894 0.1 -0.3 -1.3 0.11
H 0.4040 7.6647 9.7390 1.0 0.8 0.3 0.11
H 2.3355 8.6652 8.0708 0.2 -0.4 0.8 0.10
H 0.7346 8.7871 7.6144 0.0 0.0 -1.2 0.11
H 2.6489 7.7461 5.9881 -0.2 0.2 -0.2 0.11
H 1.0981 6.9552 5.9606 -0.1 -0.4 0.1 0.11
H 3.3432 5.3515 5.0306 0.1 -0.4 -0.2 0.08
H 3.0143 3.8762 6.0259 0.2 0.2 0.1 0.08
H 1.7082 4.8604 5.3735 -0.1 0.0 0.3 0.08
H 4.7193 5.9042 8.0666 0.0 -0.1 0.3 0.06
H 4.8768 6.3153 6.4312 0.0 0.6 -0.2 0.08
H 4.2255 7.5180 7.6313 -0.1 -0.1 -0.3 0.07
H -0.1195 5.5479 10.6765 0.3 0.8 -0.2 0.09
H 1.0847 4.3555 10.8062 0.7 0.2 0.0 0.08
H 0.1967 4.4576 9.3727 -0.3 0.0 -0.2 0.09
H 3.7874 4.3540 8.7104 0.7 -0.5 0.4 0.08
C 7.6454 9.3900 -3.4072 0.0 0.5 1.6 -0.05
C 6.9975 8.0363 -3.2016 0.0 -1.0 -0.6 -0.51
C 7.4255 7.2905 -4.5493 -0.9 1.9 0.8 -0.16
C 7.0822 5.8701 -4.5629 -0.3 -0.8 -0.8 -0.20
C 7.5113 5.0644 -3.3537 -1.5 -2.2 -2.9 -0.18
C 7.7087 5.7094 -2.0583 0.5 1.9 2.0 -0.40
N 7.5906 7.2852 -2.1027 1.7 -1.8 0.2 -0.09
O 7.8436 7.9406 -0.8255 -0.3 -0.8 -1.9 -0.02
C 6.6038 5.2068 -0.9990 1.5 0.7 -0.6 -0.01
C 9.1824 5.2697 -1.6879 -0.6 1.0 3.1 -0.04
C 5.4477 8.0392 -3.0717 0.9 0.9 -1.0 -0.01
H 8.7108 9.1860 -3.5144 0.0 0.4 -0.6 0.09
H 7.6125 10.0298 -2.5253 -0.3 -0.1 0.3 0.07
H 7.1562 9.9815 -4.1811 0.3 -0.3 -0.4 0.09
H 6.8683 7.7861 -5.3443 -0.3 0.1 -0.1 0.11
H 8.4464 7.5294 -4.8475 0.4 -0.3 0.7 0.12
H 7.4877 5.4858 -5.4989 0.1 -0.5 0.1 0.12
H 6.0059 5.7315 -4.6653 -0.2 0.4 -0.1 0.11
H 8.2628 4.3286 -3.6399 1.0 0.7 0.2 0.11
H 6.7226 4.3125 -3.3291 -0.6 0.1 0.8 0.12
H 6.7530 5.8242 -0.1132 -0.2 -0.3 0.2 0.06
H 5.5840 5.3453 -1.3581 0.2 0.2 -0.3 0.07
H 6.6890 4.1503 -0.7448 0.3 0.0 0.0 0.08
H 10.0232 5.1237 -2.3660 -0.9 -0.2 -0.8 0.08
H 9.6308 5.9372 -0.9520 -0.2 0.8 0.0 0.06
H 9.0434 4.4495 -0.9835 0.2 -0.9 -0.6 0.07
H 5.0735 8.8312 -2.4230 0.2 -0.3 0.7 0.08
H 5.1103 7.0356 -2.8127 -0.3 0.3 0.0 0.07
H 5.0696 8.3868 -4.0331 -0.4 -0.5 -0.3 0.08
H 6.9856 7.9954 -0.3982 -0.4 0.0 0.2 0.08
C -5.0888 12.0437 0.2322 -0.6 -1.5 -0.8 -0.02
C -5.3535 11.1312 -1.0533 1.5 1.6 0.0 -0.45
C -5.8212 12.0982 -2.1843 0.2 0.1 -0.2 -0.16
C -4.7314 12.9851 -2.8113 0.4 -1.3 0.5 -0.17
C -3.6319 12.0096 -3.2883 -0.5 -0.3 0.2 -0.13
C -2.9655 11.1476 -2.1213 -0.9 0.5 -2.8 -0.49
N -4.0695 10.4467 -1.4141 -1.3 0.2 -1.9 -0.10
O -3.6686 9.5444 -0.3921 0.4 0.8 0.0 -0.01
C -2.0429 10.1346 -2.8739 -1.3 -0.8 0.8 -0.04
C -2.0686 12.0473 -1.3588 0.5 1.5 1.7 -0.06
C -6.5311 10.1333 -0.8073 1.0 0.8 0.2 -0.03
H -4.2422 12.7287 0.2778 0.0 0.0 -1.0 0.06
H -4.8276 11.3247 1.0087 -0.8 0.2 0.6 0.07
H -6.0227 12.6035 0.2829 0.1 0.0 1.1 0.07
H -6.3661 11.4975 -2.9126 0.1 0.1 -0.4 0.11
H -6.5255 12.8262 -1.7816 -0.4 -0.4 0.4 0.11
H -4.4454 13.6506 -1.9968 0.6 0.2 -0.1 0.09
H -5.1322 13.6164 -3.6043 0.0 -0.2 -0.1 0.11
H -2.8649 12.3974 -3.9587 0.4 0.6 0.6 0.11
H -4.1415 11.3673 -4.0066 -0.2 -0.6 0.3 0.11
H -2.6664 9.3886 -3.3667 -0.2 -0.2 0.1 0.09
H -1.4253 10.5118 -3.6890 0.2 0.6 0.5 0.09
H -1.4613 9.6360 -2.0985 0.5 -0.2 -0.3 0.08
H -2.4591 13.0503 -1.1866 -0.5 0.0 0.0 0.07
H -1.8906 11.6730 -0.3507 0.4 -0.3 0.0 0.09
H -1.1291 12.2833 -1.8585 0.1 -0.6 -0.1 0.09
H -6.7644 9.4805 -1.6484 0.7 -0.2 0.0 0.08
H -7.4572 10.7005 -0.7139 0.1 0.2 0.6 0.08
H -6.2733 9.5914 0.1027 -0.5 -0.3 -0.1 0.08
H -3.0790 8.9928 -0.9114 0.0 -0.7 0.3 0.08
C 0.6872 -1.7955 6.0320 -1.0 -2.2 0.3 -0.07
O 1.2865 -3.1025 6.3449 1.1 1.8 -0.1 -0.22
C 1.6026 -3.8764 5.1800 -0.4 -0.5 2.0 -0.22
C 2.3235 -5.1311 5.6576 0.2 0.6 -0.6 -0.24
N 1.6250 -5.7900 6.7447 0.6 -1.1 0.1 -0.06
C 2.3372 -7.0280 7.1448 1.3 1.0 -0.8 -0.19
C 3.6939 -6.9664 7.9589 -0.9 -1.0 1.4 -0.21
O 4.8055 -6.1526 7.6194 0.5 0.1 -1.0 -0.21
C 6.0767 -6.5023 8.2441 -1.4 0.2 -0.3 -0.08
H 0.8996 -0.9515 6.6883 1.4 -0.2 -0.2 0.07
H -0.3509 -1.9424 6.3301 -0.5 0.0 -0.7 0.07
H 0.7863 -1.6620 4.9548 -0.1 0.7 0.2 0.08
H 2.3237 -3.4342 4.4927 -0.6 0.6 -0.4 0.12
H 0.6147 -4.1451 4.8058 0.2 -0.1 -1.0 0.12
H 3.3718 -4.9024 5.8495 -0.1 0.0 0.6 0.12
H 2.3273 -5.8015 4.7981 0.3 -0.2 -0.5 0.11
H 0.9739 -6.3140 6.1777 -1.5 0.6 0.3 0.09
H 2.5151 -7.5690 6.2154 0.7 -0.3 -0.3 0.10
H 1.5472 -7.6373 7.5838 0.6 -0.1 1.1 0.12
H 3.9732 -8.0193 7.9981 0.4 -0.3 -0.3 0.10
H 3.4698 -6.7798 9.0092 -0.4 0.4 0.2 0.11
H 5.9734 -6.3659 9.3206 0.1 -0.3 0.2 0.08
H 6.8712 -5.8412 7.8978 -0.5 0.3 -0.2 0.08
H 6.4024 -7.5086 7.9808 -0.3 -0.3 0.1 0.08
C 4.6089 -12.7968 -6.5236 0.9 1.8 0.1 -0.09
O 4.7909 -11.8424 -5.4685 0.5 -0.9 0.4 -0.21
C 4.4170 -10.4897 -5.6745 -1.3 -1.6 -1.2 -0.26
C 4.5996 -9.7841 -4.4048 -1.5 -0.1 2.0 -0.20
N 3.4602 -10.0374 -3.4258 0.9 1.5 0.1 -0.04
C 3.6487 -9.3682 -2.0966 1.5 -1.0 1.1 -0.18
C 5.0673 -9.6756 -1.4291 0.8 1.9 0.0 -0.18
O 5.2316 -9.1433 -0.0395 -0.6 -0.5 -0.4 -0.21
C 6.4746 -9.2635 0.7033 -0.2 -0.9 -1.1 -0.11
H 5.0267 -13.7322 -6.1515 -0.3 0.0 -0.2 0.09
H 5.2138 -12.3946 -7.3362 0.2 -0.5 -0.5 0.08
H 3.5924 -12.8515 -6.9135 -0.3 -0.2 0.4 0.08
H 3.3810 -10.5895 -5.9980 -0.5 0.8 0.1 0.12
H 4.9236 -9.9392 -6.4672 0.6 -0.4 -0.3 0.12
H 4.6294 -8.7224 -4.6500 0.3 0.1 0.6 0.13
H 5.4951 -10.2097 -3.9521 0.5 0.7 -0.2 0.11
H 3.3392 -11.0360 -3.3349 0.1 -0.1 0.2 0.09
H 2.9845 -9.7741 -1.3336 -0.6 0.0 -0.5 0.11
H 3.5169 -8.2862 -2.0974 -0.2 -0.1 -0.5 0.11
H 5.8223 -9.1064 -1.9712 0.2 -0.2 -0.4 0.10
H 5.2497 -10.7344 -1.6133 0.2 -0.3 0.8 0.11
H 6.2871 -9.3016 1.7764 -0.6 -0.3 -0.2 0.08
H 7.2469 -8.4980 0.6276 -0.5 0.8 -0.8 0.07
H 7.0051 -10.1526 0.3625 -0.1 -0.4 0.3 0.07
C -0.8089 -12.4929 5.8059 1.2 -0.1 -0.9 -0.11
O -1.4107 -12.0671 4.5950 -1.5 0.3 0.7 -0.18
C -0.8384 -12.4654 3.3820 2.1 0.3 0.2 -0.24
C -1.0474 -11.4502 2.2704 -1.6 0.2 0.2 -0.22
N -2.4952 -11.3228 2.0279 1.2 1.9 -0.5 -0.05
C -2.7264 -10.0930 1.2040 -3.0 -1.5 0.6 -0.18
C -4.2617 -10.0125 0.8839 1.4 0.9 0.3 -0.24
O -4.9961 -10.0436 2.1042 -0.3 0.6 -0.7 -0.18
C -6.4079 -9.9562 1.9200 0.3 -2.1 -0.6 -0.11
H 0.1988 -12.0775 5.7961 0.2 0.4 0.5 0.08
H -0.6018 -13.5576 5.9128 -0.5 -0.5 -0.5 0.08
H -1.3601 -12.2167 6.7048 -0.2 0.5 -0.5 0.09
H -1.0811 -13.5022 3.1488 -0.3 -0.1 -0.3 0.12
H 0.2424 -12.4094 3.5118 0.6 -0.5 0.1 0.11
H -0.5855 -11.6259 1.2989 0.7 -0.9 0.1 0.11
H -0.6062 -10.4902 2.5383 -0.3 0.1 0.5 0.12
H -2.7055 -12.1618 1.5064 -0.6 0.1 -0.4 0.11
H -2.2032 -10.0304 0.2498 0.4 -0.1 0.0 0.11
H -2.6384 -9.1571 1.7558 0.9 -0.4 0.5 0.12
H -4.5872 -10.7182 0.1196 -0.3 -0.5 0.3 0.11
H -4.2866 -9.0257 0.4217 -0.7 0.3 -0.2 0.11
H -6.8715 -9.0793 1.4681 0.5 0.7 0.6 0.09
H -6.8879 -10.3703 2.8067 0.1 0.9 0.4 0.09
H -6.6769 -10.7435 1.2158 -0.1 -0.3 -0.6 0.07
C -8.8783 -6.8347 -6.8501 -0.3 -1.2 -2.3 -0.09
C -9.9745 -5.9307 -6.4012 0.4 0.7 2.5 -0.42
C -11.4129 -6.4361 -6.6606 0.9 -0.3 -0.5 -0.22
O -12.3900 -5.5307 -6.2209 -1.6 0.8 -0.5 -0.19
C -13.1217 -4.8335 -7.2897 1.0 -0.7 0.4 -0.07
N -9.7435 -5.9063 -4.9539 -1.6 -0.5 1.8 0.00
H -8.7754 -7.7225 -6.2262 0.0 0.4 0.4 0.08
H -7.9002 -6.3887 -7.0304 -0.2 0.2 0.2 0.08
H -9.2266 -7.2542 -7.7939 0.5 -0.1 -0.6 0.07
H -9.8939 -4.8880 -6.7084 0.0 0.0 -1.0 0.13
H -11.5480 -7.4050 -6.1799 0.0 0.0 0.6 0.13
H -11.5297 -6.7017 -7.7113 0.0 0.4 -0.4 0.11
H -13.9331 -4.1892 -6.9513 0.6 0.2 0.9 0.08
H -13.6690 -5.5062 -7.9501 0.5 -0.5 -0.1 0.08
H -12.3653 -4.2736 -7.8396 -0.3 0.2 -0.3 0.08
H -8.9381 -5.5295 -4.4750 0.1 0.2 -0.9 0.08
H -10.5685 -5.7303 -4.3985 0.0 0.3 -0.1 0.06
C -4.8922 -1.3401 -8.3660 0.9 1.0 -0.2 -0.07
C -4.6106 0.1505 -8.1037 -1.0 -0.5 0.9 -0.42
C -5.4854 0.6660 -6.9263 -0.8 -0.5 -0.8 -0.23
O -5.5650 2.0254 -7.1043 1.8 3.6 -0.1 -0.20
C -5.8007 2.8351 -5.9811 -1.2 -0.2 1.0 -0.11
N -3.1905 0.4523 -7.9149 0.1 0.3 0.1 0.04
H -4.3257 -1.5773 -9.2665 0.2 -0.5 0.2 0.07
H -5.9397 -1.5296 -8.6007 0.0 0.0 0.4 0.07
H -4.5255 -1.8851 -7.4961 -0.2 -0.5 -0.2 0.08
H -4.9205 0.6989 -8.9933 -0.1 0.2 0.1 0.13
H -5.1335 0.3527 -5.9434 0.4 0.0 0.1 0.13
H -6.5509 0.4474 -6.9977 -0.1 -1.6 -0.1 0.12
H -5.6933 3.9185 -6.0337 0.6 0.0 -1.3 0.08
H -5.2260 2.5853 -5.0892 0.2 -0.6 0.0 0.09
H -6.8633 2.7607 -5.7500 -0.3 -0.3 0.5 0.08
H -2.8033 0.1192 -7.0436 -0.2 -1.0 0.2 0.07
H -3.1099 1.4375 -7.7078 -0.2 0.6 -0.6 0.06
```
Forces are in eV/Å.

Computed properties:
- lowest unoccupied orbital energy (Eh) = 0.0670
- DFT total energy (Ha) = -4138.251288
- net charge = -1
- maximum force (eV/A) = 6.8
- orbital gap (eV) = 8.40

Record 2
The following is a quantum chemistry calculation of a single C19H22N2O4S molecule, from the Open Molecules 2025 dataset.

```
48
Properties=species:S:1:pos:R:3:forces:R:3:nbo_charge:R:1
O 1.9114 -1.3234 3.9123 0.2 0.0 0.1 -0.63
C 0.9408 -0.8252 3.3747 -0.2 0.2 0.0 0.67
N -0.3256 -1.2567 3.5789 -0.3 0.0 0.0 -0.60
C -0.5837 -2.5359 4.1889 0.1 -0.3 -0.3 -0.26
C -0.8449 -3.6141 3.1105 -0.2 0.0 0.4 0.09
C -0.7007 -5.0259 3.6902 -0.1 0.2 -0.2 -0.43
C 0.8028 -5.2938 3.5421 0.0 0.1 -0.1 -0.44
C 1.2627 -4.2585 2.4958 0.5 -0.1 0.0 -0.09
O 0.1090 -3.5450 2.0770 -0.2 0.1 -0.2 -0.53
C 1.0538 0.3720 2.4840 0.2 0.2 -0.3 -0.14
C 2.0326 1.3227 2.7626 -0.1 -0.1 0.0 -0.14
C 2.1812 2.4418 1.9617 -0.1 0.0 0.0 -0.21
C 1.3604 2.6145 0.8580 0.0 0.1 0.0 -0.17
C 0.4115 1.6535 0.5710 -0.4 0.2 -0.3 -0.34
S -0.6143 1.8255 -0.8818 0.4 -0.5 0.2 2.31
O -1.8202 1.0724 -0.6701 0.3 -0.2 0.0 -0.94
O -0.7064 3.2130 -1.2288 0.3 0.0 -0.1 -0.94
N 0.3342 1.0345 -2.0105 -0.5 0.4 0.5 -0.86
C 0.7328 1.7466 -3.2068 0.2 0.4 -0.2 -0.27
C -0.2291 1.5966 -4.3580 0.0 -0.1 0.0 0.04
C -1.5995 1.5967 -4.1294 0.1 0.0 0.0 -0.25
C -2.4831 1.4657 -5.1864 -0.1 0.0 0.0 -0.19
C -2.0077 1.3354 -6.4804 0.0 0.0 -0.1 -0.22
C -0.6432 1.3363 -6.7145 0.0 0.0 -0.1 -0.20
C 0.2413 1.4633 -5.6578 0.0 0.0 0.1 -0.24
C 0.2470 0.5367 1.3631 0.0 -0.1 0.2 -0.13
H -1.0674 -0.8544 3.0274 0.1 0.1 0.1 0.40
H 0.3095 -2.7910 4.7626 -0.1 0.0 0.1 0.23
H -1.4444 -2.4654 4.8586 0.1 -0.1 0.0 0.20
H -1.8205 -3.4347 2.6463 0.1 0.0 0.1 0.19
H -1.2774 -5.7286 3.0893 0.0 0.0 0.0 0.21
H -1.0414 -5.0817 4.7215 -0.1 -0.1 0.1 0.21
H 1.3246 -5.1387 4.4850 0.0 0.0 0.0 0.21
H 0.9962 -6.3113 3.2091 0.0 0.0 0.1 0.22
H 1.6928 -4.7176 1.6032 0.0 0.0 0.1 0.19
H 1.9939 -3.5622 2.9232 -0.1 -0.1 -0.1 0.20
H 2.6689 1.1667 3.6209 0.1 0.0 0.1 0.24
H 2.9349 3.1780 2.1961 0.0 0.1 0.0 0.22
H 1.4360 3.4793 0.2185 0.1 0.2 0.0 0.24
H -0.0188 0.1069 -2.1890 -0.2 -0.2 0.1 0.41
H 0.7899 2.7995 -2.9155 0.2 -0.1 -0.2 0.24
H 1.7332 1.4072 -3.4969 -0.1 0.1 0.0 0.20
H -1.9720 1.7039 -3.1211 -0.1 0.0 0.0 0.22
H -3.5463 1.4674 -4.9979 -0.1 0.0 0.0 0.21
H -2.6983 1.2336 -7.3045 -0.1 0.0 -0.1 0.21
H -0.2661 1.2347 -7.7216 0.0 0.0 -0.1 0.21
H 1.3063 1.4624 -5.8429 0.1 0.0 0.0 0.21
H -0.4974 -0.1890 1.0730 -0.1 -0.2 0.1 0.23
```
Forces are in eV/Å.

Computed properties:
- lowest unoccupied orbital energy (Eh) = 0.0195
- DFT total energy (Ha) = -1545.880762
- energy relative to the best compared isomer or geometry (same formula, charge and spin) (kJ/mol) = 144.8
- net charge = 0
- maximum force (eV/A) = 0.8
- orbital gap (eV) = 9.76
- structure (SMILES) = O=C(NC[C@@H]1CCCO1)c1cccc(S(=O)(=O)NCc2ccccc2)c1

Question: Which value of DFT total energy does entry 2 give?
Answer: -1545.880762 Ha

Question: Which formula does entry 2 have?
Answer: C19H22N2O4S

Question: What is the DFT total energy in the second record?
Answer: -1545.880762 Ha